(one)
18
Properties=species:S:1:pos:R:3:lowdin_charge:R:1 method="wB97M-V/def2-TZVPD" homo_ev=-8.53 e_lumo_ev=-0.3840 homo_lumo_gap_ev=8.2 charge=0
S -1.685 -1.853 1.197 0.73
O 0.555 -2.453 -0.052 -0.14
C -0.277 -1.467 0.407 -0.75
C -0.129 -0.099 -0.056 -0.15
C -0.926 1.019 -0.020 -0.07
C 0.548 -3.647 0.682 -0.13
C 0.839 2.775 -0.675 -0.09
C -0.659 2.444 -0.596 -0.21
H 0.783 -0.035 -0.711 0.12
H -1.843 0.855 0.571 0.08
H 1.118 -4.426 0.289 0.07
H -0.465 -4.046 0.848 0.05
H 1.053 -3.353 1.616 0.11
H 1.356 1.962 -0.954 0.02
H 1.033 3.564 -1.330 0.06
H 1.147 3.064 0.270 0.06
H -1.339 2.473 -1.524 0.13
H -1.110 3.221 0.041 0.10



(two)
18
Properties=species:S:1:pos:R:3:lowdin_charge:R:1 method="wB97M-V/def2-TZVPD" homo_ev=-7.55 e_lumo_ev=-0.1998 homo_lumo_gap_ev=7.3 charge=0
C 0.002 -1.230 -1.732 0.03
C -3.100 -0.133 1.346 -0.12
C 0.876 -0.928 -0.765 -0.19
C -1.904 -0.151 0.776 -0.66
C 2.355 0.745 0.462 -0.07
C 1.119 0.417 -0.313 -0.53
O 0.566 1.396 -1.046 0.04
S -0.437 0.249 1.595 0.72
H -0.200 -2.248 -2.014 0.07
H -0.494 -0.454 -2.290 0.07
H -3.986 -0.405 0.799 0.04
H -3.223 0.134 2.382 0.04
H 1.391 -1.702 -0.215 0.12
H -1.748 -0.441 -0.263 0.03
H 3.182 0.888 -0.239 0.10
H 2.606 -0.058 1.147 0.09
H 2.223 1.659 1.038 0.08
H 0.772 2.262 -0.667 0.13



Most favorable structure: (one). The second most favorable one is 2.6 kcal/mol above it.



(one)
12
Properties=species:S:1:pos:R:3:lowdin_charge:R:1 method="wB97M-V/def2-TZVPD" homo_ev=-9.05 e_lumo_ev=0.1468 homo_lumo_gap_ev=9.2 charge=0
C 0.884 0.121 -0.741 -0.21
C -0.473 -0.555 -0.278 -0.24
C -1.236 0.277 0.740 -0.13
N 1.616 0.351 0.463 -0.08
O 2.765 -0.043 0.502 0.00
H 0.637 1.116 -1.127 0.12
H 1.432 -0.487 -1.473 0.11
H -1.068 -0.677 -1.185 0.10
H -0.266 -1.547 0.121 0.10
H -2.197 -0.188 0.950 0.07
H -0.677 0.354 1.668 0.06
H -1.416 1.279 0.361 0.07



(two)
12
Properties=species:S:1:pos:R:3:lowdin_charge:R:1 method="wB97M-V/def2-TZVPD" homo_ev=-9.88 e_lumo_ev=0.9719 homo_lumo_gap_ev=10.9 charge=0
O 0.814 -1.730 -1.902 0.00
C -0.215 -1.513 -1.342 -0.17
H -0.686 -0.522 -1.377 0.06
H -0.755 -2.291 -0.774 0.08
C -0.796 1.951 0.700 -0.15
C 0.292 0.193 1.726 -0.08
N 0.228 0.914 0.692 -0.09
H -0.363 2.893 1.030 0.08
H -1.676 1.684 1.298 0.07
H -1.113 2.118 -0.333 0.07
H 1.160 -0.446 1.873 0.07
H -0.500 0.147 2.481 0.07



(three)
12
Properties=species:S:1:pos:R:3:lowdin_charge:R:1 method="wB97M-V/def2-TZVPD" homo_ev=-7.12 e_lumo_ev=0.9766 homo_lumo_gap_ev=8.1 charge=0
C 1.082 0.683 -0.586 -0.03
N -0.128 -0.209 -1.528 0.03
C -0.625 -0.883 0.789 -0.23
C -0.733 -0.035 -0.277 -0.34
O -1.005 -0.412 2.026 -0.05
H -0.871 -1.108 2.682 0.09
H -0.552 0.432 -2.199 0.08
H 0.026 -1.750 0.784 0.11
H -1.458 0.777 -0.188 0.13
H 1.466 1.290 -1.404 0.05
H 1.024 1.347 0.285 0.09
H 1.774 -0.130 -0.384 0.07



(four)
12
Properties=species:S:1:pos:R:3:lowdin_charge:R:1 method="wB97M-V/def2-TZVPD" homo_ev=-9.75 e_lumo_ev=0.8953 homo_lumo_gap_ev=10.6 charge=0
C -1.285 0.332 0.461 -0.12
C 0.181 0.275 0.859 -0.17
C 1.142 -0.235 -0.174 -0.54
N 0.602 -0.892 -1.288 0.12
O 2.343 -0.075 -0.091 0.05
H -1.662 -0.633 0.117 0.07
H -1.629 1.077 -0.250 0.07
H -1.844 0.514 1.389 0.07
H 0.491 1.313 1.001 0.12
H 0.429 -0.238 1.788 0.13
H -0.091 -0.377 -1.819 0.09
H 1.322 -1.061 -1.993 0.10



Most favorable structure: (four). The second most favorable one is 51.9 kcal/mol above it.



(one)
13
Properties=species:S:1:pos:R:3:lowdin_charge:R:1 method="wB97M-V/def2-TZVPD" homo_ev="-6.29 / -9.88" e_lumo_ev="0.9459 / -2.1753" multiplicity=3 homo_lumo_gap_ev="7.2 / 7.7" charge=0
C -0.931 -0.951 0.633 -0.34
C 0.812 -0.168 -0.611 -0.27
C 1.574 0.781 0.328 -0.09
O -0.047 -1.102 -0.370 -0.19
O -1.335 1.365 -0.676 -0.48
P -2.275 0.277 -0.243 0.83
H -1.316 -1.957 0.858 0.09
H -0.569 -0.542 1.637 0.11
H 0.918 -0.094 -1.737 0.13
H 1.089 1.722 0.646 0.07
H 2.511 1.098 -0.148 0.07
H 1.947 0.123 1.136 0.07
H -2.379 -0.552 -1.455 -0.01



(two)
13
Properties=species:S:1:pos:R:3:lowdin_charge:R:1 method="wB97M-V/def2-TZVPD" homo_ev="-5.87 / -9.29" e_lumo_ev="0.7107 / -0.5565" multiplicity=3 homo_lumo_gap_ev="6.6 / 8.7" charge=0
C -0.145 -1.481 0.296 -0.24
C 1.024 0.768 0.999 -0.28
C -1.299 -1.886 -0.599 -0.07
O 0.230 -0.241 0.343 -0.18
O 0.138 2.132 -0.954 -0.35
P 1.549 2.013 -0.122 0.80
H 0.200 -2.151 1.092 0.10
H 1.705 0.497 1.750 0.03
H -2.259 -2.034 -0.024 0.09
H -1.163 -2.672 -1.247 0.03
H -1.446 -0.936 -1.165 0.08
H -0.241 2.943 -1.267 0.04
H 1.708 3.047 0.898 -0.05



Most favorable structure: (one). The second most favorable one is 17.5 kcal/mol above it.